(1)
DFT (ωB97M-V/def2-TZVPD) results for one molecule with the formula C3H6OS2 in a non-equilibrium geometry.

Geometry (Å):
1 O -0.327 2.273 -0.092
2 C -0.111 1.085 -0.051
3 C 1.107 0.515 -0.774
4 S 2.006 -0.787 0.158
5 C -0.932 0.131 0.784
6 S -1.443 -1.107 -0.452
7 H 0.765 0.038 -1.685
8 H 1.776 1.327 -1.038
9 H 1.080 -1.709 -0.099
10 H -0.275 -0.335 1.515
11 H -1.805 0.578 1.288
12 H -1.842 -2.009 0.447

Values from the calculation:
Highest occupied orbital energy   -9.29 eV
HOMO-LUMO gap   9.74 eV
Total energy   -989.50277 hartree
ΔE to the lowest compared entry with this formula, charge and spin   16.17 kcal per mole
Charge   0

(2)
DFT (ωB97M-V/def2-TZVPD) results for a 2-piece molecular cluster, C3H5FO2P overall in a non-equilibrium geometry.

Geometry (Å):
1 C 0.039 1.987 -0.746
2 C 0.150 -1.978 -0.510
3 C 0.468 0.842 -0.182
4 O -1.756 -0.146 -1.148
5 O -1.495 -0.021 1.841
6 F 1.562 0.617 0.576
7 P -0.638 -0.497 -0.292
8 H -0.951 1.758 -1.277
9 H 0.649 2.869 -0.712
10 H -0.421 -2.773 -0.761
11 H 0.870 -2.077 0.241
12 H -2.276 -0.139 1.387

Values from the calculation:
Highest occupied orbital energy   -3.67 eV
HOMO-LUMO gap   7.78 eV
Total energy   -708.97309 hartree
ΔE to the lowest compared entry with this formula, charge and spin   105.39 kcal per mole
Charge   -1

Look up the total energy of the first one.
-989.50277 hartree